Here is C22H26N8O2PSSn as an isolated structure from the OMol25 dataset. Energies are from ωB97M-V with the def2-TZVPD basis set.

Structure (XYZ):
```
61
Properties=species:S:1:pos:R:3:forces:R:3:lowdin_charge:R:1
Sn 0.2837 -0.4377 -1.6230 0.5598 0.4126 0.1077 1.08
S -0.4712 -2.4949 -2.6061 0.0665 -0.1007 -0.1383 0.75
P -0.3071 0.7318 1.2640 0.3799 -0.1601 -0.4711 0.84
O 2.6116 -0.9370 -2.2593 0.0012 -0.1069 0.1624 0.00
O 3.5226 0.2619 -3.8293 0.2475 0.1204 -0.0802 0.21
N -0.3099 1.8178 -3.8766 -0.1508 0.0335 -0.0413 0.06
N 0.7578 0.3507 0.0583 -0.3653 -0.2162 -0.2043 -0.34
N 1.1822 -3.6952 -0.7663 0.0632 0.1683 -0.0568 0.08
N 2.6198 -0.0493 -3.1267 -0.3087 -0.0055 -0.2048 -0.38
N 1.3755 0.5244 -3.2011 -0.0740 -0.1157 0.2593 0.00
N 1.5783 -4.2271 -2.8465 -0.1033 -0.0243 0.0798 0.08
N 1.7632 2.1728 -4.8559 0.0054 -0.0680 0.0554 0.28
N -1.1151 1.0295 -3.0285 -0.2091 0.3269 0.3838 0.04
C -1.4593 1.9650 0.6438 -0.1515 0.0004 0.0947 -0.33
C -3.2069 3.9193 -0.3017 0.0824 -0.0130 -0.0096 -0.04
C 1.5194 0.5188 3.2992 0.0973 -0.1543 -0.0629 -0.08
C 1.5467 3.2535 3.8251 0.0022 -0.0263 0.0168 -0.04
C -0.9920 2.9771 -0.2054 0.1234 -0.0043 -0.0673 -0.14
C -3.6696 2.9277 0.5486 0.0015 -0.0203 -0.0121 -0.03
C -1.2554 -0.6694 1.8681 -0.0197 0.1679 0.1994 -0.32
C -2.7993 1.9530 1.0252 -0.0604 -0.0182 -0.0212 -0.04
C 0.7160 1.3869 2.5568 -0.1873 0.0825 0.0675 -0.32
C 2.5670 -5.0470 -2.1138 0.0368 -0.0282 -0.0352 -0.05
C 0.8562 -3.5046 -2.0267 -0.1107 -0.1032 -0.0257 -0.74
C -2.8585 -2.7280 2.8422 -0.0130 -0.0256 -0.0078 -0.03
C -1.5235 -0.7659 3.2335 0.0027 -0.0411 0.0139 -0.06
C 2.2189 -4.7449 -0.6371 -0.0031 -0.0061 0.0293 -0.05
C -2.6081 -2.6329 1.4766 -0.0071 -0.0213 0.0341 -0.05
C -1.8136 -1.6066 0.9972 0.0239 0.0187 -0.0940 -0.13
C -2.3207 -1.7972 3.7157 0.0054 0.0099 -0.0082 -0.02
C -1.8631 3.9487 -0.6759 -0.0759 -0.0251 0.0095 -0.07
C 0.9938 1.5257 -4.0179 0.2547 -0.0970 0.0019 -0.34
C 2.3445 2.3886 4.5588 -0.0128 -0.0165 0.0028 -0.03
C 0.7279 2.7546 2.8244 -0.0893 0.1300 -0.0361 -0.06
C 2.3320 1.0219 4.2961 0.0338 0.0303 0.0494 -0.04
H 1.4381 -4.2454 -3.8456 0.0660 0.0011 -0.0126 0.17
H -2.5231 -1.8691 4.7754 0.0049 0.0108 0.0092 0.13
H 2.7440 1.9314 -4.9371 -0.0219 0.0201 0.0179 0.14
H -0.7426 2.5762 -4.3893 -0.0033 -0.0291 0.0185 0.19
H 1.5045 -0.5463 3.0994 0.0179 0.0040 0.0176 0.11
H 1.5540 4.3119 4.0438 -0.0191 0.0195 -0.0196 0.12
H -1.4956 4.7564 -1.2959 0.0205 0.0004 -0.0068 0.12
H 2.9716 2.7787 5.3489 0.0223 -0.0081 -0.0023 0.13
H 0.0885 3.4292 2.2690 0.0195 0.0104 0.0293 0.11
H -3.4837 -3.5256 3.2198 -0.0019 -0.0100 0.0035 0.13
H -3.8829 4.6846 -0.6581 -0.0100 0.0144 -0.0024 0.12
H 2.4465 -6.0968 -2.3699 0.0105 0.0141 0.0122 0.14
H -1.6684 -1.5365 -0.0792 -0.0420 0.0185 0.0709 0.02
H -3.1750 1.1857 1.6904 0.0180 -0.0016 0.0177 0.12
H 3.5704 -4.7215 -2.3816 -0.0044 -0.0261 0.0082 0.14
H 0.0653 3.0288 -0.4490 -0.0228 -0.0077 -0.0156 0.11
H 3.0691 -4.3688 -0.0744 -0.0021 -0.0144 -0.0086 0.14
H -3.0479 -3.3500 0.7964 -0.0033 0.0032 -0.0202 0.12
H 0.6768 -3.2901 0.0079 -0.0526 -0.1020 0.0535 0.15
H -4.7077 2.9147 0.8509 -0.0083 -0.0059 0.0076 0.13
H 1.7932 -5.6058 -0.1245 0.0323 0.0139 0.0038 0.14
H -1.5245 1.6418 -2.3058 -0.0548 -0.0104 -0.2054 0.10
H -1.8598 0.6036 -3.5811 -0.0118 -0.0050 0.0692 0.14
H 2.9531 0.3560 4.8790 -0.0054 -0.0204 -0.0083 0.12
H 1.4024 2.9076 -5.4494 0.0135 0.0004 -0.0264 0.16
H -1.1104 -0.0430 3.9246 -0.0071 0.0068 -0.0016 0.12
```
Forces are in eV/Å.

Values from the calculation:
Net charge ... +3
HOMO-LUMO gap ... 6.6000 eV
E_HOMO ... -16.40 eV